Record 1
Here is a cluster of 5 separate species, C5H16O4 in total in a non-equilibrium geometry from OMol25. Energies are from the ωB97M-V functional and the def2-TZVPD basis.

Summary:
Relative energy (zero: lowest compared OMol25 entry of this formula, charge and spin), kcal per mole: 39.5
Structure (SMILES): C=CC(=C)C.O.O.O.O
E_HOMO, eV: -9.360
HOMO-LUMO gap, eV: 9.767
E, hartree: -500.95760
Total charge: 0
2S+1: 1

Positions of all 25 atoms, in Å:
1 O 1.330 -1.423 -0.978
2 O -1.121 -2.500 0.669
3 O 1.658 -2.636 1.648
4 O -1.195 -0.953 -1.918
5 C -0.436 1.538 0.723
6 C -1.303 1.484 1.706
7 C -0.679 1.822 -0.718
8 C 0.179 1.891 -1.758
9 C 1.088 1.351 0.905
10 H 0.473 -1.735 -1.451
11 H 1.206 1.753 -1.738
12 H -1.728 -2.934 0.047
13 H 1.448 1.223 1.987
14 H 0.881 -2.116 1.589
15 H -0.144 2.116 -2.828
16 H -1.768 2.199 -0.748
17 H 1.920 -2.202 -1.219
18 H 2.109 -1.935 2.027
19 H -1.158 1.636 2.826
20 H -1.583 -0.852 -1.078
21 H 1.625 2.143 0.349
22 H -1.264 0.009 -2.177
23 H -0.626 -1.731 0.350
24 H -2.362 1.439 1.424
25 H 1.449 0.411 0.359

---

Record 2
Here is a structure of composition C5H17Ba2O6 in a non-equilibrium geometry from OMol25. Energies are from the ωB97M-V functional and the def2-TZVPD basis.

Summary:
E_HOMO, eV: -7.699
HOMO-LUMO gap, eV: 2.297
E, hartree: -702.38519
Total charge: +1
2S+1: 1

Positions of all 30 atoms, in Å:
1 Ba -16.479 0.986 -11.602
2 Ba -15.162 6.672 -14.218
3 O -16.816 5.216 -9.133
4 O -9.845 3.251 -10.300
5 O -17.239 2.674 -7.260
6 O -11.887 0.651 -15.151
7 O -10.281 5.962 -14.628
8 O -13.281 3.572 -12.427
9 C -10.697 -0.075 -14.752
10 C -17.064 4.005 -6.821
11 C -16.442 5.094 -7.770
12 C -9.130 5.822 -15.419
13 C -9.932 3.689 -8.891
14 H -10.484 5.105 -14.246
15 H -10.261 -0.724 -15.511
16 H -9.930 0.577 -14.335
17 H -9.382 5.651 -16.465
18 H -16.441 3.956 -5.928
19 H -13.277 3.747 -11.466
20 H -16.548 6.089 -7.336
21 H -8.530 4.928 -15.246
22 H -10.961 -0.584 -13.825
23 H -10.491 2.920 -8.359
24 H -8.506 6.707 -15.290
25 H -8.953 3.823 -8.431
26 H -12.045 1.343 -14.504
27 H -10.486 4.626 -8.824
28 H -10.724 3.356 -10.671
29 H -17.975 4.419 -6.389
30 H -15.354 5.077 -7.724

---

Record 3
Here is a cluster of 2 separate species, C5H17N2O in total in a non-equilibrium geometry from OMol25. Energies are from the ωB97M-V functional and the def2-TZVPD basis.

Summary:
Relative energy (zero: lowest compared OMol25 entry of this formula, charge and spin), kcal per mole: 27.1
E_HOMO, eV: -13.884
HOMO-LUMO gap, eV: 11.132
E, hartree: -385.19756
Total charge: +1
2S+1: 1

Positions of all 25 atoms, in Å:
1 O -0.777 -2.808 1.568
2 N 0.663 -1.030 -0.442
3 N 1.973 0.266 -2.222
4 C -0.136 0.541 2.170
5 C 0.700 0.947 -1.897
6 C -0.661 1.443 1.117
7 C -1.198 0.665 -0.171
8 C -0.264 -0.010 -1.134
9 H -1.741 1.471 -0.723
10 H 1.293 -0.511 0.171
11 H -0.810 -0.608 -1.889
12 H 0.915 0.350 1.979
13 H -1.569 1.999 1.442
14 H 0.251 1.307 -2.835
15 H -0.762 -2.908 2.526
16 H 0.850 1.843 -1.336
17 H 2.768 0.889 -2.274
18 H -1.490 -3.393 1.270
19 H 1.190 -1.577 -1.117
20 H 1.874 -0.097 -3.164
21 H -0.934 -0.247 2.390
22 H -2.003 -0.012 0.129
23 H 0.026 2.255 0.907
24 H -0.349 0.787 3.227
25 H 0.190 -1.563 0.310

---

Record 4
Here is a cluster of 2 separate species, C5H17N2O in total from OMol25. Energies are from the ωB97M-V functional and the def2-TZVPD basis.

Summary:
Relative energy (zero: lowest compared OMol25 entry of this formula, charge and spin), kcal per mole: 17.3
E_HOMO, eV: -13.354
HOMO-LUMO gap, eV: 10.256
E, hartree: -385.21318
Total charge: +1
2S+1: 1

Positions of all 25 atoms, in Å:
1 O -1.440 -0.366 1.256
2 N 4.066 -0.717 -0.555
3 N 1.072 0.569 1.300
4 C -2.819 -0.420 -0.776
5 C 3.370 0.040 0.480
6 C 1.891 -0.322 0.405
7 C -2.245 0.425 0.350
8 C -3.487 0.425 -1.855
9 H -4.153 -0.176 -2.461
10 H -3.036 0.889 0.927
11 H -4.085 1.215 -1.402
12 H 1.509 0.648 2.220
13 H 5.008 -0.357 -0.683
14 H -1.616 1.214 -0.068
15 H -1.547 -1.296 1.021
16 H -1.989 -0.992 -1.208
17 H 0.080 0.190 1.342
18 H 1.551 -0.167 -0.609
19 H 1.709 -1.342 0.741
20 H 1.027 1.521 0.929
21 H 4.178 -1.684 -0.271
22 H -2.753 0.884 -2.506
23 H 3.745 -0.143 1.498
24 H -3.519 -1.137 -0.344
25 H 3.483 1.101 0.269

---

Record 5
Here is a cluster of 2 separate species, C5H17N2O in total in a non-equilibrium geometry from OMol25. Energies are from the ωB97M-V functional and the def2-TZVPD basis.

Summary:
Relative energy (zero: lowest compared OMol25 entry of this formula, charge and spin), kcal per mole: 78.7
E_HOMO, eV: -13.107
HOMO-LUMO gap, eV: 9.832
E, hartree: -385.11530
Total charge: +1
2S+1: 1

Positions of all 25 atoms, in Å:
1 O 0.322 2.402 -0.930
2 N 0.242 -0.943 -1.486
3 N -1.197 1.233 1.359
4 C 0.938 -1.693 1.978
5 C -0.290 0.092 0.610
6 C 0.979 -0.222 -2.653
7 C -0.909 -0.211 -0.788
8 C -0.393 -1.040 1.767
9 H -0.248 -1.636 -2.037
10 H -0.699 1.739 2.156
11 H -1.353 0.473 -1.447
12 H -1.622 -0.886 -0.615
13 H 0.558 -0.321 -3.655
14 H 1.950 -0.784 -2.724
15 H 0.624 1.926 -1.613
16 H -0.716 -0.588 2.679
17 H 1.513 -1.189 2.779
18 H 0.874 3.276 -0.941
19 H -1.206 -1.809 1.488
20 H -1.409 1.988 0.716
21 H 1.732 -1.625 1.196
22 H 0.653 0.659 0.398
23 H 1.132 0.854 -2.480
24 H -2.109 1.021 1.912
25 H 0.635 -2.713 2.329

---

Record 6
Here is a cluster of 2 separate species, C5H17N2O in total in a non-equilibrium geometry from OMol25. Energies are from the ωB97M-V functional and the def2-TZVPD basis.

Summary:
Relative energy (zero: lowest compared OMol25 entry of this formula, charge and spin), kcal per mole: 62.0
E_HOMO, eV: -13.077
HOMO-LUMO gap, eV: 10.099
E, hartree: -385.14194
Total charge: +1
2S+1: 1

Positions of all 25 atoms, in Å:
1 O -1.209 -2.153 -0.435
2 N 1.124 -1.001 0.480
3 N -0.279 1.376 0.441
4 C 1.876 -2.289 0.444
5 C 1.062 1.533 -0.101
6 C -1.448 1.792 -0.497
7 C -2.668 1.251 0.307
8 C 1.819 0.176 -0.345
9 H -2.652 0.179 0.745
10 H 0.919 1.894 -1.205
11 H -1.301 1.185 -1.504
12 H 0.993 -0.711 1.434
13 H 1.660 2.339 0.385
14 H -1.503 2.882 -0.823
15 H -3.678 1.415 0.136
16 H -0.401 1.925 1.249
17 H 2.444 -2.253 -0.580
18 H 0.123 -1.085 0.050
19 H 2.587 -2.405 1.245
20 H -1.096 -3.067 -0.214
21 H -1.233 -1.980 -1.392
22 H -2.812 1.976 1.193
23 H 1.756 -0.030 -1.443
24 H 2.834 0.128 0.077
25 H 1.085 -3.075 0.352

---

Record 7
Here is a cluster of 2 separate species, C5H17N2O in total in a non-equilibrium geometry from OMol25. Energies are from the ωB97M-V functional and the def2-TZVPD basis.

Summary:
Relative energy (zero: lowest compared OMol25 entry of this formula, charge and spin), kcal per mole: 13.3
E_HOMO (alpha / beta), eV: -18.010 / -18.005
Expectation value of S²: 0.754
HOMO-LUMO gap (alpha / beta), eV: 11.320 / 6.813
E, hartree: -384.77398
Total charge: +2
2S+1: 2

Positions of all 25 atoms, in Å:
1 O -2.716 0.302 2.072
2 N 0.516 -2.699 0.281
3 N 1.231 1.623 -0.062
4 C -0.073 -0.809 -1.289
5 C -0.728 0.039 -0.180
6 C 0.896 2.723 -0.926
7 C 0.187 0.921 0.680
8 C 0.973 -1.838 -0.887
9 H -0.407 1.602 1.303
10 H 1.903 -1.357 -0.597
11 H -3.514 0.854 2.105
12 H -0.149 2.759 -1.190
13 H 1.201 3.671 -0.458
14 H -2.672 -0.032 2.977
15 H 0.251 -3.634 -0.037
16 H -0.882 -1.251 -1.870
17 H 1.966 1.924 0.582
18 H 0.366 -0.128 -2.024
19 H 1.538 2.665 -1.824
20 H 1.183 -2.533 -1.691
21 H 1.271 -2.885 0.948
22 H -1.503 0.620 -0.666
23 H 0.724 0.306 1.409
24 H -0.257 -2.287 0.807
25 H -1.304 -0.556 0.536

---

Record 8
Here is a cluster of 3 separate species, C5H17N2O2 in total in a non-equilibrium geometry from OMol25. Energies are from the ωB97M-V functional and the def2-TZVPD basis.

Summary:
Relative energy (zero: lowest compared OMol25 entry of this formula, charge and spin), kcal per mole: 33.5
E_HOMO, eV: -13.807
HOMO-LUMO gap, eV: 10.628
E, hartree: -460.43883
Total charge: +1
2S+1: 1

Positions of all 26 atoms, in Å:
1 O 1.692 -2.533 -1.426
2 O -1.327 -2.352 -0.999
3 N 2.586 0.570 -0.105
4 N 0.617 0.121 -1.173
5 C -0.035 1.419 -0.806
6 C 1.944 -0.060 -1.052
7 C -1.326 1.248 0.014
8 C -1.031 0.318 2.349
9 C -1.212 1.576 1.500
10 H -2.101 1.835 -0.517
11 H 1.858 -2.722 -0.494
12 H -0.105 -0.481 -1.539
13 H -2.222 1.909 1.764
14 H 0.795 -2.745 -1.675
15 H 2.479 -0.549 -1.874
16 H 2.082 0.878 0.713
17 H -1.541 -2.772 -0.157
18 H -1.815 0.266 -0.135
19 H 3.598 0.652 -0.158
20 H -1.063 -0.645 1.844
21 H -0.303 1.879 -1.767
22 H 0.643 2.146 -0.329
23 H -1.811 0.098 3.099
24 H -0.084 0.435 2.829
25 H -1.787 -2.871 -1.665
26 H -0.530 2.380 1.757

---

Record 9
Here is a cluster of 3 separate species, C5H17N2O3 in total in a non-equilibrium geometry from OMol25. Energies are from the ωB97M-V functional and the def2-TZVPD basis.

Summary:
Relative energy (zero: lowest compared OMol25 entry of this formula, charge and spin), kcal per mole: 77.6
E_HOMO, eV: -11.762
HOMO-LUMO gap, eV: 8.632
E, hartree: -535.61635
Total charge: +1
2S+1: 1

Positions of all 27 atoms, in Å:
1 O -1.516 -3.385 -1.859
2 O 3.907 0.284 -0.217
3 O -0.519 3.212 -1.268
4 N 1.433 1.887 0.341
5 N -1.213 1.313 1.397
6 C -0.840 -1.170 1.042
7 C -1.614 -1.617 -0.280
8 C -0.392 0.322 1.077
9 C -1.465 -3.163 -0.505
10 C 0.906 0.604 0.650
11 H -1.912 -3.705 0.298
12 H -2.125 1.149 1.910
13 H -1.449 3.233 -1.616
14 H 0.056 -1.729 0.926
15 H 0.788 2.549 -0.049
16 H -0.995 2.308 1.231
17 H 1.619 -0.246 0.465
18 H -2.657 -1.478 -0.270
19 H -0.033 4.009 -1.681
20 H -1.389 -1.397 1.881
21 H -2.255 -3.531 -2.322
22 H 4.474 -0.387 -0.058
23 H 2.213 1.754 -0.410
24 H -0.296 -3.143 -0.451
25 H -1.134 -1.032 -1.101
26 H 1.896 2.342 1.236
27 H 4.510 1.017 -0.366